(1)
Below is C22H19N3O5PPtSe2 as an isolated structure at a distorted geometry, with properties calculated with the ωB97M-V functional and the def2-TZVPD basis.

Each line ends with the Löwdin charge.
CARTESIAN COORDINATES (ANGSTROEM)
Pt  0.57740  0.53084  0.63177  1.007
O  4.53146  2.31547  4.80342  0.122
C  3.71868  1.90654  3.82603  -0.254
C  3.93045  0.72588  3.10431  0.107
C  3.02593  0.39513  2.12500  -0.142
N  2.00668  1.20272  1.86843  -0.045
C  1.74803  2.30256  2.56465  -0.155
C  2.59562  2.70424  3.56449  0.115
C  0.41445  2.91248  2.17130  -0.556
O  -0.14867  3.72342  2.85608  0.126
O  -0.04105  2.43660  1.01293  -0.237
C  3.01051  -0.86727  1.29578  -0.527
O  3.86205  -1.70730  1.37734  0.144
O  1.96937  -0.94444  0.46813  -0.302
H  5.26947  1.70537  4.92614  0.134
H  4.76170  0.05681  3.29160  0.146
H  2.38798  3.59744  4.13694  0.149
Se  -0.76161  -1.35316  -0.32714  0.497
P  -0.22711  -0.53741  -2.28340  0.301
Se  0.99940  1.15850  -1.69863  0.556
C  -1.70376  0.00559  -3.15918  -0.396
C  -2.74459  -0.90549  -3.35046  -0.097
C  -3.90196  -0.50618  -3.99191  -0.060
C  -4.03534  0.80618  -4.43185  -0.057
C  -3.00634  1.71272  -4.24063  -0.059
C  -1.83759  1.31621  -3.60373  -0.096
C  0.64529  -1.74866  -3.27721  -0.390
C  0.06330  -3.00069  -3.48723  -0.089
C  0.74483  -3.96210  -4.20995  -0.057
C  2.01135  -3.68571  -4.71199  -0.055
C  2.59163  -2.44594  -4.50085  -0.056
C  1.91241  -1.47346  -3.78038  -0.090
H  -2.66556  -1.92283  -2.98838  0.093
H  -4.70439  -1.21581  -4.14406  0.114
H  -4.95054  1.12146  -4.91565  0.114
H  -3.10982  2.73448  -4.58071  0.114
H  -1.04078  2.03215  -3.45456  0.069
H  -0.91089  -3.23793  -3.07854  0.095
H  0.29283  -4.93081  -4.37603  0.114
H  2.55107  -4.44813  -5.25815  0.114
H  3.57973  -2.23445  -4.88695  0.114
H  2.37456  -0.51067  -3.60779  0.073
C  -3.23723  -0.62506  4.31373  -0.003
N  -2.20229  0.39694  4.12194  -0.162
C  -2.05558  1.48439  5.10240  0.008
C  -1.26313  0.21582  3.24251  -0.191
N  -0.42696  0.10263  2.45200  0.070
H  -4.16505  -0.12237  4.57651  0.097
H  -2.96043  -1.31696  5.10933  0.100
H  -3.38346  -1.17355  3.38710  0.098
H  -3.04670  1.87156  5.32655  0.100
H  -1.45516  2.28254  4.67062  0.085
H  -1.59021  1.11971  6.01833  0.100

Computed properties:
E_tot, eV: -181053.0626
LUMO level, eV: -4.2
Maximum force, eV Å⁻¹: 1.19
Total charge: +1
Frontier orbital gap, eV: 7.352
Highest occupied orbital energy, hartree: -0.424

(2)
Below is one molecule with the formula C22H19N7O2 at a distorted geometry, with properties calculated with the ωB97M-V functional and the def2-TZVPD basis.

Each line ends with the Löwdin charge.
CARTESIAN COORDINATES (ANGSTROEM)
O  5.25606  -4.12710  -0.35372  0.050
C  4.60939  -3.07306  -0.47753  -0.456
N  4.87567  -2.26025  -1.53133  0.202
C  3.78048  -1.48244  -1.64721  -0.288
N  3.52118  -0.71846  -2.67842  0.151
C  2.40503  -0.01087  -2.55900  -0.065
C  1.58779  -0.01251  -1.38383  -0.203
C  0.37597  0.84179  -1.29216  -0.174
C  -0.61395  0.60300  -0.33962  -0.011
C  -1.77184  1.41439  -0.23135  0.003
C  -1.92633  2.51116  -1.07424  -0.257
N  -3.06606  3.31905  -0.99451  -0.109
C  -3.01834  4.77315  -0.68998  -0.137
C  -3.92384  5.49836  -1.64600  -0.207
O  -5.26602  5.01831  -1.53602  -0.149
C  -5.42610  3.59488  -1.79296  -0.160
C  -4.43964  2.73394  -0.98477  -0.123
C  -0.92554  2.77245  -2.01703  -0.016
C  0.17224  1.94093  -2.14827  -0.036
N  1.88971  -0.80978  -0.35761  0.196
C  2.99656  -1.60365  -0.48892  -0.127
N  3.52018  -2.66703  0.24479  0.127
C  2.92575  -3.27320  1.38346  -0.143
C  3.65452  -4.19691  2.18788  0.005
C  3.11639  -4.78630  3.34248  -0.010
C  1.88337  -4.38316  3.77399  -0.242
N  1.04426  -4.66983  4.83895  0.100
C  -0.11994  -3.90467  4.68882  -0.153
N  -0.08066  -3.19417  3.59519  0.107
C  1.16977  -3.47537  3.04151  -0.247
C  1.64636  -2.93998  1.82662  0.069
H  5.28931  -2.65982  -2.37458  0.185
H  2.10616  0.55260  -3.46990  0.117
H  -0.51727  -0.19023  0.39264  0.102
H  -2.49531  1.23937  0.54663  0.110
H  -1.99990  5.16619  -0.76619  0.125
H  -3.34576  4.92044  0.36345  0.131
H  -3.92643  6.58558  -1.38820  0.133
H  -3.57372  5.40990  -2.68505  0.123
H  -6.47252  3.29377  -1.63175  0.125
H  -5.28421  3.44358  -2.84885  0.107
H  -4.73485  2.65636  0.05826  0.111
H  -4.42105  1.72878  -1.42898  0.130
H  -0.99337  3.59334  -2.69622  0.105
H  0.88618  2.22330  -2.93037  0.106
H  4.65552  -4.47824  1.93056  0.095
H  3.72043  -5.44498  3.97934  0.118
H  1.21225  -5.38428  5.56303  0.163
H  -0.98197  -3.89103  5.34615  0.119
H  1.02414  -2.19735  1.34078  0.095

Computed properties:
SMILES: O=c1[nH]c2ncc(-c3ccc(N4CCOCC4)cc3)nc2n1-c1ccc2[nH]cnc2c1
E_tot, eV: -37648.0951
LUMO level, eV: 0.3
Maximum force, eV Å⁻¹: 5.77
Total charge: 0
Frontier orbital gap, eV: 7.934
Highest occupied orbital energy, hartree: -0.281

(3)
Below is one molecule with the formula C22H19NO2, with properties calculated with the ωB97M-V functional and the def2-TZVPD basis.

Each line ends with the Löwdin charge.
CARTESIAN COORDINATES (ANGSTROEM)
O  2.54472  -0.07896  -1.18677  0.104
C  1.62041  0.63335  -0.86628  -0.380
C  0.81409  1.54559  -1.71062  -0.069
C  0.87650  1.78691  -3.07058  0.006
C  0.00894  2.72797  -3.60420  -0.071
C  -0.89006  3.40730  -2.79457  -0.065
C  -0.95518  3.16162  -1.42889  0.003
C  -0.09354  2.22417  -0.90380  -0.096
C  0.05467  1.75660  0.52738  -0.386
O  0.45550  2.84545  1.31143  0.061
C  -1.22708  1.09619  1.01575  -0.136
C  -1.88488  0.20992  0.16913  -0.037
C  -3.04463  -0.41918  0.58187  -0.075
C  -3.56112  -0.17038  1.84324  -0.082
C  -2.91663  0.71851  2.68422  -0.075
C  -1.75594  1.35258  2.27254  -0.024
N  1.12466  0.76317  0.40143  0.043
C  1.72720  0.09145  1.52505  -0.110
C  1.04658  -1.23901  1.88995  -0.110
C  1.19248  -2.24215  0.77945  -0.236
C  2.43778  -2.78457  0.48748  -0.049
C  2.59084  -3.67153  -0.56073  -0.079
C  1.49833  -4.03258  -1.33073  -0.093
C  0.25196  -3.50920  -1.03837  -0.081
C  0.10114  -2.62074  0.01217  -0.042
H  1.58417  1.25226  -3.68471  0.121
H  0.03403  2.93861  -4.66316  0.103
H  -1.55142  4.14009  -3.23275  0.104
H  -1.65203  3.68995  -0.79708  0.124
H  0.65497  2.54028  2.20453  0.087
H  -1.47991  0.01577  -0.81329  0.127
H  -3.54778  -1.10536  -0.08332  0.108
H  -4.46562  -0.66369  2.16600  0.103
H  -3.31687  0.92386  3.66603  0.104
H  -1.27803  2.05904  2.93595  0.111
H  2.76608  -0.10560  1.24380  0.129
H  1.72002  0.75833  2.39495  0.122
H  -0.00961  -1.06640  2.10595  0.106
H  1.52715  -1.61675  2.79610  0.121
H  3.29538  -2.50619  1.08294  0.116
H  3.56630  -4.07894  -0.78188  0.102
H  1.61850  -4.72020  -2.15509  0.099
H  -0.60690  -3.78992  -1.63141  0.100
H  -0.87515  -2.21762  0.24090  0.090

Computed properties:
SMILES: O=C1c2ccccc2[C@@](O)(c2ccccc2)N1CCc1ccccc1
E_tot, eV: -28708.5840
LUMO level, eV: 0.6
Maximum force, eV Å⁻¹: 0.65
Total charge: 0
ΔE to the lowest compared entry with this formula, charge and spin, kJ/mol: 0.00
Frontier orbital gap, eV: 9.364
Highest occupied orbital energy, hartree: -0.322

Question: What is the formula in the first record?
Answer: C22H19N3O5PPtSe2

Please write out number 1 again, unchanged.
Below is C22H19N3O5PPtSe2 as an isolated structure at a distorted geometry, with properties calculated with the ωB97M-V functional and the def2-TZVPD basis.

Each line ends with the Löwdin charge.
CARTESIAN COORDINATES (ANGSTROEM)
Pt  0.57740  0.53084  0.63177  1.007
O  4.53146  2.31547  4.80342  0.122
C  3.71868  1.90654  3.82603  -0.254
C  3.93045  0.72588  3.10431  0.107
C  3.02593  0.39513  2.12500  -0.142
N  2.00668  1.20272  1.86843  -0.045
C  1.74803  2.30256  2.56465  -0.155
C  2.59562  2.70424  3.56449  0.115
C  0.41445  2.91248  2.17130  -0.556
O  -0.14867  3.72342  2.85608  0.126
O  -0.04105  2.43660  1.01293  -0.237
C  3.01051  -0.86727  1.29578  -0.527
O  3.86205  -1.70730  1.37734  0.144
O  1.96937  -0.94444  0.46813  -0.302
H  5.26947  1.70537  4.92614  0.134
H  4.76170  0.05681  3.29160  0.146
H  2.38798  3.59744  4.13694  0.149
Se  -0.76161  -1.35316  -0.32714  0.497
P  -0.22711  -0.53741  -2.28340  0.301
Se  0.99940  1.15850  -1.69863  0.556
C  -1.70376  0.00559  -3.15918  -0.396
C  -2.74459  -0.90549  -3.35046  -0.097
C  -3.90196  -0.50618  -3.99191  -0.060
C  -4.03534  0.80618  -4.43185  -0.057
C  -3.00634  1.71272  -4.24063  -0.059
C  -1.83759  1.31621  -3.60373  -0.096
C  0.64529  -1.74866  -3.27721  -0.390
C  0.06330  -3.00069  -3.48723  -0.089
C  0.74483  -3.96210  -4.20995  -0.057
C  2.01135  -3.68571  -4.71199  -0.055
C  2.59163  -2.44594  -4.50085  -0.056
C  1.91241  -1.47346  -3.78038  -0.090
H  -2.66556  -1.92283  -2.98838  0.093
H  -4.70439  -1.21581  -4.14406  0.114
H  -4.95054  1.12146  -4.91565  0.114
H  -3.10982  2.73448  -4.58071  0.114
H  -1.04078  2.03215  -3.45456  0.069
H  -0.91089  -3.23793  -3.07854  0.095
H  0.29283  -4.93081  -4.37603  0.114
H  2.55107  -4.44813  -5.25815  0.114
H  3.57973  -2.23445  -4.88695  0.114
H  2.37456  -0.51067  -3.60779  0.073
C  -3.23723  -0.62506  4.31373  -0.003
N  -2.20229  0.39694  4.12194  -0.162
C  -2.05558  1.48439  5.10240  0.008
C  -1.26313  0.21582  3.24251  -0.191
N  -0.42696  0.10263  2.45200  0.070
H  -4.16505  -0.12237  4.57651  0.097
H  -2.96043  -1.31696  5.10933  0.100
H  -3.38346  -1.17355  3.38710  0.098
H  -3.04670  1.87156  5.32655  0.100
H  -1.45516  2.28254  4.67062  0.085
H  -1.59021  1.11971  6.01833  0.100

Computed properties:
E_tot, eV: -181053.0626
LUMO level, eV: -4.2
Maximum force, eV Å⁻¹: 1.19
Total charge: +1
Frontier orbital gap, eV: 7.352
Highest occupied orbital energy, hartree: -0.424

Question: E_tot of number 2 (C22H19N7O2)?
Answer: -37648.0951 eV

Question: Which formula does entry 3 have?
Answer: C22H19NO2